--- one ---
The following is a quantum chemistry calculation of a structure of composition C4H7NO, from the Open Molecules 2025 dataset.

XYZ file:
```
13
Properties=species:S:1:pos:R:3:mulliken_charge:R:1
O 1.28 -0.39 1.49 -0.56
N -0.82 0.43 -0.97 -0.52
C 0.68 0.55 -0.90 -0.41
C -0.31 -1.36 -0.23 -0.72
C 0.41 -0.17 0.43 0.55
C -0.83 0.71 0.53 -0.45
H -0.70 1.78 0.69 0.28
H -0.87 -0.73 -1.25 0.43
H 0.95 1.61 -0.84 0.27
H -1.16 -1.65 0.42 0.24
H 1.22 0.02 -1.68 0.28
H 1.85 -1.13 1.25 0.35
H -1.70 0.33 1.07 0.26
```

Kohn-Sham gap, eV: 8.834
HOMO level, eV: -8.60
Total charge: 0

***

--- two ---
The following is a quantum chemistry calculation of an isolated molecule of C4H7NO, from the Open Molecules 2025 dataset.

XYZ file:
```
13
Properties=species:S:1:pos:R:3:mulliken_charge:R:1
O 0.50 1.63 0.34 -0.58
N -1.53 0.43 -1.17 -0.63
C 0.63 0.44 0.12 0.65
C -1.82 -0.14 0.12 -0.44
C -0.48 -0.33 -0.52 0.02
C 1.91 -0.30 0.46 -1.15
H -1.30 1.42 -1.06 0.32
H -1.85 0.51 0.99 0.24
H 1.74 -1.36 0.63 0.34
H -0.24 -1.29 -0.97 0.36
H 2.37 0.16 1.33 0.34
H 2.60 -0.20 -0.39 0.27
H -2.53 -0.97 0.12 0.25
```

Kohn-Sham gap, eV: 10.921
HOMO level, eV: -9.91
Total charge: 0

***

Stability, lowest: one

***

--- one ---
The following is a quantum chemistry calculation of an isolated molecule of C4H7NO, from the Open Molecules 2025 dataset.

XYZ file:
```
13
Properties=species:S:1:pos:R:3:mulliken_charge:R:1
O 2.14 1.26 0.53 -0.53
N 1.36 0.39 0.08 0.45
C -0.89 1.67 0.09 -0.51
C 1.84 -0.89 -0.18 -0.82
C -1.20 0.15 -0.14 -0.45
C -0.03 0.82 -0.64 -0.02
H -1.68 2.23 -0.41 0.23
H 2.43 -0.93 -1.04 0.31
H -1.19 -0.55 0.74 0.26
H 1.04 -1.65 -0.12 0.31
H -0.47 2.05 1.03 0.25
H -2.09 0.11 -0.77 0.25
H 2.48 -1.21 0.78 0.28
```

Kohn-Sham gap (alpha / beta), eV: 8.939 / 8.012
HOMO level (alpha / beta), eV: -8.43 / -8.30
Total charge: 0

***

--- two ---
The following is a quantum chemistry calculation of a cluster of 2 separate species, C4H7NO in total, from the Open Molecules 2025 dataset.

XYZ file:
```
13
Properties=species:S:1:pos:R:3:mulliken_charge:R:1
O -0.46 -0.01 1.47 -0.43
N 1.38 -0.46 -0.28 -0.49
C 0.01 1.01 1.01 -0.13
C 0.37 -1.15 -0.23 0.81
C -0.70 -1.86 -0.51 -1.13
C 1.27 0.93 0.16 -0.29
H -0.82 -2.08 -1.56 0.33
H -1.23 0.90 -0.79 0.03
H -1.36 0.17 -0.88 0.03
H 1.29 1.66 -0.66 0.26
H -1.41 -2.24 0.22 0.29
H -0.47 1.97 1.25 0.43
H 2.13 1.15 0.80 0.28
```

Kohn-Sham gap, eV: 9.183
HOMO level, eV: -8.40
Total charge: 0

***

--- three ---
The following is a quantum chemistry calculation of a structure of composition C4H7NO, from the Open Molecules 2025 dataset.

XYZ file:
```
13
Properties=species:S:1:pos:R:3:mulliken_charge:R:1
O 1.72 0.06 0.95 -0.54
N -0.92 1.89 0.17 -0.62
C -1.49 0.87 0.32 0.35
C -1.49 -0.53 0.34 -0.60
C 1.12 0.28 -0.31 -0.10
C 0.24 -0.82 -0.66 -0.72
H 0.37 -1.79 -0.20 0.33
H -1.37 -0.92 1.36 0.28
H 0.31 1.23 -0.26 0.24
H 1.80 0.69 -1.06 0.37
H 2.00 0.92 1.29 0.33
H 0.00 -0.85 -1.73 0.34
H -2.29 -1.04 -0.21 0.33
```

Kohn-Sham gap, eV: 10.291
HOMO level, eV: -9.37
Total charge: 0

***

--- four ---
The following is a quantum chemistry calculation of an isolated molecule of C4H7NO, from the Open Molecules 2025 dataset.

XYZ file:
```
13
Properties=species:S:1:pos:R:3:mulliken_charge:R:1
O 1.87 0.74 0.37 -0.55
N -0.78 0.58 1.05 -0.62
C 0.32 -1.17 -0.19 -0.57
C 0.92 0.23 -0.52 -0.31
C -0.49 0.82 -0.37 -0.18
C -1.02 -0.49 0.07 -0.18
H 0.31 -1.83 -1.06 0.27
H 1.39 0.78 1.22 0.37
H -1.68 1.02 1.26 0.24
H 0.78 -1.69 0.66 0.26
H -0.97 1.62 -0.92 0.44
H -2.01 -0.91 -0.03 0.42
H 1.34 0.31 -1.53 0.40
```

Kohn-Sham gap, eV: 10.466
HOMO level, eV: -9.44
Total charge: 0

***

Stability, lowest: one

***

--- one ---
The following is a quantum chemistry calculation of an isolated molecule of C4H7NO, from the Open Molecules 2025 dataset.

XYZ file:
```
13
Properties=species:S:1:pos:R:3:mulliken_charge:R:1
O 0.48 1.78 1.41 -0.58
N 0.43 -0.38 0.47 -0.03
C -1.40 0.64 0.13 -0.40
C -0.07 0.88 0.85 0.33
C -0.89 -0.81 -0.04 -0.46
C 1.62 -0.37 -0.37 -0.70
H -1.38 -1.52 0.64 0.26
H -2.35 0.89 0.61 0.34
H -0.88 -1.22 -1.05 0.26
H -1.32 1.17 -0.83 0.19
H 2.49 -0.81 0.11 0.24
H 1.86 0.67 -0.64 0.28
H 1.40 -0.92 -1.30 0.28
```

Kohn-Sham gap, eV: 10.350
HOMO level, eV: -9.36
Total charge: 0

***

--- two ---
The following is a quantum chemistry calculation of an isolated molecule of C4H7NO, from the Open Molecules 2025 dataset.

XYZ file:
```
13
Properties=species:S:1:pos:R:3:mulliken_charge:R:1
O 1.90 -1.23 -0.28 -0.52
N -0.52 0.83 -1.89 -0.52
C -0.17 -0.42 0.67 -0.57
C -1.36 0.54 0.42 -0.93
C 1.06 -0.11 -0.22 0.32
C 0.45 0.33 -1.50 0.12
H 2.58 -1.04 -0.95 0.34
H 1.58 0.78 0.17 0.19
H 0.20 -0.39 1.71 0.29
H -2.30 0.07 0.71 0.33
H -1.59 0.84 -0.75 0.36
H -0.45 -1.46 0.48 0.31
H -1.21 1.48 0.98 0.29
```

Kohn-Sham gap, eV: 10.890
HOMO level, eV: -10.44
Total charge: 0

***

--- three ---
The following is a quantum chemistry calculation of an isolated molecule of C4H7NO, from the Open Molecules 2025 dataset.

XYZ file:
```
13
Properties=species:S:1:pos:R:3:mulliken_charge:R:1
O 2.15 1.10 -0.45 -0.50
N -0.04 1.36 -0.03 -0.67
C -0.75 -0.89 0.40 -0.50
C 0.94 0.58 -0.22 0.52
C -1.23 0.56 0.14 -0.46
C 0.67 -0.90 -0.21 -0.43
H 1.40 -1.48 0.36 0.29
H 0.68 -1.28 -1.24 0.25
H -0.68 -1.06 1.48 0.24
H -1.83 0.97 0.97 0.30
H 1.92 2.05 -0.42 0.38
H -1.84 0.64 -0.77 0.25
H -1.41 -1.64 -0.02 0.32
```

Kohn-Sham gap, eV: 10.585
HOMO level, eV: -9.57
Total charge: 0

***

Stability, lowest: two

***

--- one ---
The following is a quantum chemistry calculation of an isolated molecule of C4H7NO, from the Open Molecules 2025 dataset.

XYZ file:
```
13
Properties=species:S:1:pos:R:3:mulliken_charge:R:1
O 0.38 0.97 0.71 -0.20
N 0.02 0.35 -0.48 -0.13
C 1.46 0.33 1.45 -0.41
C 0.12 0.93 -1.71 -0.26
C -1.55 -0.38 -0.27 -0.67
C 0.47 1.34 -2.76 -0.22
H -1.56 -1.39 -0.72 0.28
H 1.50 1.13 2.32 0.20
H -2.36 0.25 -0.75 0.27
H -1.56 -0.47 0.84 0.28
H 0.94 1.79 -3.64 0.42
H 2.39 0.31 0.80 0.21
H 1.19 -0.71 1.67 0.23
```

Kohn-Sham gap, eV: 9.379
HOMO level, eV: -8.36
Total charge: 0

***

--- two ---
The following is a quantum chemistry calculation of an isolated molecule of C4H7NO, from the Open Molecules 2025 dataset.

XYZ file:
```
13
Properties=species:S:1:pos:R:3:mulliken_charge:R:1
O 2.55 1.33 -0.26 -0.45
N -0.65 -0.16 -1.09 -0.08
C -1.40 -0.81 -0.21 -0.45
C 0.79 -0.15 -0.82 -0.42
C -1.16 -0.40 1.23 -0.73
C 1.37 1.08 -0.17 0.02
H -0.43 -0.92 1.87 0.32
H 0.93 -1.01 -0.15 0.28
H 0.68 1.72 0.42 0.26
H -0.88 -0.36 -2.06 0.30
H -2.14 -0.61 1.65 0.30
H -0.98 0.68 1.33 0.26
H 1.33 -0.39 -1.73 0.40
```

Kohn-Sham gap, eV: 8.598
HOMO level, eV: -8.12
Total charge: 0

***

--- three ---
The following is a quantum chemistry calculation of a cluster of 2 separate species, C4H7NO in total, from the Open Molecules 2025 dataset.

XYZ file:
```
13
Properties=species:S:1:pos:R:3:mulliken_charge:R:1
O 2.62 1.36 0.66 -0.47
N -0.43 -0.53 -0.40 -0.05
C -1.30 0.37 -0.78 -0.28
C 1.43 1.26 0.55 0.01
C 0.73 -1.13 -0.46 -0.60
C -1.67 -0.46 0.38 -0.40
H -2.31 -1.35 0.32 0.25
H 0.87 1.47 -0.39 0.22
H 0.78 0.92 1.39 0.18
H 1.06 -1.76 0.36 0.29
H -1.63 0.76 -1.73 0.31
H -1.58 -0.05 1.39 0.18
H 1.41 -0.85 -1.27 0.37
```

Kohn-Sham gap, eV: 8.601
HOMO level, eV: -7.66
Total charge: 0

***

Stability, lowest: one

***

--- one ---
The following is a quantum chemistry calculation of a structure of composition C4H7NO, from the Open Molecules 2025 dataset.

XYZ file:
```
13
Properties=species:S:1:pos:R:3:mulliken_charge:R:1
O 0.62 0.44 -1.68 -0.57
N 1.71 1.47 0.04 -0.65
C 0.76 -0.73 0.36 -0.18
C -1.54 0.19 0.65 -0.46
C 1.12 0.47 -0.46 0.38
C -0.74 -0.82 0.37 -0.71
H -0.46 -0.17 -1.36 0.49
H 1.16 -0.65 1.37 0.25
H 1.73 2.19 -0.68 0.27
H 1.17 -1.63 -0.11 0.27
H -1.18 -1.79 0.51 0.33
H -2.61 0.20 0.72 0.29
H -1.09 1.14 0.83 0.29
```

Kohn-Sham gap, eV: 10.324
HOMO level, eV: -9.93
Total charge: 0

***

--- two ---
The following is a quantum chemistry calculation of an isolated molecule of C4H7NO, from the Open Molecules 2025 dataset.

XYZ file:
```
13
Properties=species:S:1:pos:R:3:mulliken_charge:R:1
O -0.25 -0.67 -1.21 -0.30
N 0.74 -1.61 -0.62 -0.38
C -0.16 0.43 -0.40 0.44
C -0.93 1.70 -0.63 -1.04
C 0.73 -1.29 0.82 -0.25
C 0.52 0.18 0.70 -0.38
H -0.10 -1.79 1.37 0.18
H -0.63 2.37 0.18 0.28
H 0.28 -2.50 -0.81 0.27
H -0.77 2.22 -1.58 0.31
H 0.92 0.93 1.37 0.32
H 1.66 -1.53 1.33 0.29
H -2.01 1.54 -0.51 0.26
```

Kohn-Sham gap, eV: 9.211
HOMO level, eV: -8.13
Total charge: 0

***

Stability, lowest: two